A | Molecular formula: CHN3O3
Method: DFT, ωB97M-V/def2-TZVPD

Structure (ORCA input):
```
! wB97M-V def2-TZVPD RIJCOSX def2/J DEFGRID3
* xyz 0 1
C 2.01867 0.70987 0.08605
N 2.28260 1.62172 -0.57704
N -1.45480 0.48249 0.11968
N -1.12469 -0.63064 -0.12953
O -1.46320 -1.64499 -0.49672
O 0.52388 -0.88331 0.02348
O 1.66486 -0.30543 0.72640
H -2.44731 0.65029 0.24767
*
```

Kohn-Sham gap: 9.27 eV

B | Molecular formula: CHN3O3
Method: DFT, ωB97M-V/def2-TZVPD

Structure (ORCA input):
```
! wB97M-V def2-TZVPD RIJCOSX def2/J DEFGRID3
* xyz 0 1
C -0.93454 -1.23608 0.01180
N -1.51079 -2.21970 -0.12942
N -0.45544 -0.10014 0.47470
N -0.48351 1.18537 0.08628
O -1.61402 1.54972 -0.06938
O 0.52478 1.77731 -0.03963
O 1.95315 -0.81549 0.08505
H 2.52038 -0.14099 -0.41940
*
```

Kohn-Sham gap (spin up / spin down): 9.35 / 8.13 eV

Which of them is the most stable, and which is the least stable? A and B, in that order.

A | Molecular formula: C2H7N4S
Method: DFT, ωB97M-V/def2-TZVPD

Structure (ORCA input):
```
! wB97M-V def2-TZVPD RIJCOSX def2/J DEFGRID3
* xyz 1 1
C 1.53250 -0.10237 0.10553
C -0.66452 -0.24329 0.91173
N 0.08146 1.73752 -0.62969
N 0.43799 -0.83107 0.16705
N 0.11430 -1.91278 -0.74330
N -1.05460 1.15635 -0.20369
S 3.05547 0.19760 0.18878
H -1.47466 -0.98235 1.19122
H -0.35595 0.32867 1.77017
H 0.31234 2.37993 0.09515
H 0.31542 -1.69681 -1.67417
H 0.69770 -2.72511 -0.47500
H -1.49164 0.82257 -1.02578
H -1.50581 1.87114 0.32199
*
```

Kohn-Sham gap: 7.38 eV

B | Molecular formula: C2H7N4S
Method: DFT, ωB97M-V/def2-TZVPD

Structure (ORCA input):
```
! wB97M-V def2-TZVPD RIJCOSX def2/J DEFGRID3
* xyz 1 1
C -3.21572 -0.50940 -0.17932
C 0.93551 0.51170 0.12218
N -2.02120 -0.11723 -0.24741
N -1.63017 1.00013 0.41122
N 2.19676 0.63036 -0.18185
N 3.16650 -0.30423 0.05511
S -0.21614 1.75140 -0.13285
H -3.45388 -1.44066 -0.66275
H -4.00943 0.02032 0.34381
H 0.54534 -0.44445 0.45146
H 2.55479 1.54592 -0.44995
H -2.33284 1.65477 0.75991
H 3.95852 -0.22514 -0.57746
H 2.81246 -1.25299 0.14129
*
```

Kohn-Sham gap: 8.61 eV

Which of them is the most stable, and which is the least stable? B and A, in that order.

A | Molecular formula: C20H25N3O3
Method: DFT, ωB97M-V/def2-TZVPD

Structure (ORCA input):
```
! wB97M-V def2-TZVPD RIJCOSX def2/J DEFGRID3
* xyz 0 1
C 0.25069 2.20734 -4.35481
H -0.24259 3.09842 -3.97383
H 1.20730 2.49560 -4.78538
H -0.36773 1.79079 -5.14528
C 0.43222 1.15692 -3.25483
N 1.28948 1.52708 -2.13446
C 0.81316 2.66575 -1.36305
H 0.74227 3.58526 -1.96731
C -0.54319 2.42186 -0.69028
N -0.49042 1.26954 0.17243
C -1.04541 0.09352 -0.14626
O -1.74708 -0.11184 -1.11570
C -0.72189 -1.01338 0.86028
N 0.70455 -1.25966 1.00304
C 1.63603 -0.89949 0.09921
C 2.94785 -1.21170 0.29499
C 3.31762 -1.92836 1.44917
C 2.37606 -2.29035 2.36131
C 1.00301 -1.94931 2.17399
O 0.07368 -2.19913 2.94318
H 2.62123 -2.83430 3.25899
H 4.35484 -2.18460 1.60673
H 3.68835 -0.91059 -0.42572
H 1.30307 -0.34234 -0.76719
C -1.22926 -0.57372 2.25629
O -0.69742 0.38314 2.78961
C -2.49425 -1.16828 2.73495
C -3.49424 -1.58274 1.85943
C -4.67753 -2.09413 2.36185
C -4.86606 -2.20859 3.72942
C -3.87497 -1.79020 4.60293
C -2.69839 -1.26156 4.10917
H -1.91133 -0.93224 4.76883
H -4.02328 -1.87400 5.66940
H -5.78813 -2.61977 4.11382
H -5.45591 -2.40699 1.68144
H -3.37132 -1.47617 0.79173
H -1.20806 -1.94416 0.54904
H -0.03496 1.35399 1.07359
H -1.32510 2.24275 -1.42981
H -0.80773 3.30558 -0.10352
H 1.55123 2.84828 -0.57486
C 2.69276 1.71984 -2.48473
C 3.30919 0.53712 -3.22295
H 3.04192 -0.39727 -2.73621
H 2.98460 0.49779 -4.25916
H 4.39216 0.63785 -3.21523
H 3.22996 1.85623 -1.53969
H 2.84359 2.63642 -3.08049
H -0.54361 0.88305 -2.85089
H 0.85302 0.25073 -3.69320
*
```

Kohn-Sham gap: 9.16 eV

B | Molecular formula: C20H25N3O3
Method: DFT, ωB97M-V/def2-TZVPD

Structure (ORCA input):
```
! wB97M-V def2-TZVPD RIJCOSX def2/J DEFGRID3
* xyz 0 1
C 3.37523 2.19311 -2.49356
H 3.72976 2.49060 -1.50215
O 2.31870 3.01367 -2.93321
C 1.17244 3.04344 -2.20374
C 0.96593 2.30620 -1.04414
C -0.24990 2.39625 -0.37660
C -1.25038 3.23450 -0.85754
C -1.03569 3.96718 -2.01096
C 0.16221 3.87587 -2.68829
H 0.34304 4.43755 -3.59028
H -1.81383 4.61497 -2.38541
H -2.19208 3.30633 -0.33299
N -0.52263 1.66283 0.78557
C 0.23238 0.72075 1.41176
O 1.34380 0.39463 1.04883
C -0.52890 0.10305 2.58024
N 0.26628 -0.57640 3.58866
C -0.59528 -1.04356 4.66181
H 0.02847 -1.44221 5.45945
H -1.16249 -0.20115 5.05745
H -1.29417 -1.82338 4.33485
C 1.11819 -1.64709 3.07416
C 0.36610 -2.55253 2.09984
O -0.53338 -3.29568 2.44938
N 0.76065 -2.41764 0.81737
H 1.40022 -1.66666 0.59470
C 0.01426 -2.98075 -0.29744
C -0.82142 -1.87358 -0.90592
C -2.10739 -1.65990 -0.42260
C -2.87783 -0.61456 -0.90017
C -2.37311 0.23025 -1.87391
C -1.09180 0.03010 -2.35663
C -0.31819 -1.00845 -1.86910
H 0.68183 -1.14399 -2.25103
H -0.69264 0.69162 -3.11106
H -2.97245 1.04343 -2.25528
H -3.87677 -0.46415 -0.51601
H -2.50311 -2.32266 0.33424
C 0.96611 -3.65923 -1.27718
H 1.75543 -2.97921 -1.58791
H 0.42036 -3.99242 -2.15609
H 1.42830 -4.52057 -0.80172
H -0.65392 -3.73028 0.14211
H 1.45550 -2.23898 3.92636
H 1.98345 -1.19261 2.59123
H -1.06579 0.90511 3.09773
H -1.28916 -0.56572 2.12762
H -1.44882 1.82528 1.15631
H 1.72599 1.65780 -0.64814
H 3.08142 1.13915 -2.47091
H 4.17507 2.32968 -3.21972
*
```

Kohn-Sham gap: 8.98 eV

Which of them is the most stable, and which is the least stable? B and A, in that order.

A | Molecular formula: C12H20N2
Method: DFT, ωB97M-V/def2-TZVPD

Structure (ORCA input):
```
! wB97M-V def2-TZVPD RIJCOSX def2/J DEFGRID3
* xyz 0 1
C 1.40094 0.07885 2.41073
C 0.10347 -0.13141 2.52433
C -1.20271 -0.30687 2.64669
C -1.85729 -1.54179 2.00657
C -2.75180 -0.76558 -0.24393
C -2.37388 0.76524 -0.22364
C -1.02214 1.17160 -0.75954
C -0.66308 0.51061 -2.10478
C 1.52956 -0.63572 -1.66104
C 2.95348 -0.13836 -1.65796
C 3.51219 0.51528 -0.64206
C 4.17280 1.14752 0.30673
H 2.00557 0.54247 1.64709
H 1.91439 -0.46645 3.18344
H -1.82510 0.46900 3.15011
H -2.95208 -1.60707 2.19480
H -1.43898 -2.50698 2.30623
H -0.85173 -1.28946 0.25615
H -3.74413 -0.82280 0.16981
H -2.81417 -1.09395 -1.29535
H -3.11306 1.29336 -0.81086
H -2.45186 1.01627 0.80500
H -0.96513 2.27213 -0.88649
H -0.28673 0.79043 -0.04039
H -1.07155 -0.54018 -2.26823
H -1.09700 1.12644 -2.84075
H 1.21049 1.23889 -2.43873
H 1.03665 -0.78168 -0.67348
H 1.42815 -1.57049 -2.26363
H 3.56270 -0.33413 -2.60079
H 4.18270 2.22724 0.50026
H 4.55558 0.56706 1.18583
N -1.80396 -1.58156 0.51001
N 0.71768 0.38207 -2.39210
*
```

Kohn-Sham gap: 9.25 eV

B | Molecular formula: C12H20N2
Method: DFT, ωB97M-V/def2-TZVPD

Structure (ORCA input):
```
! wB97M-V def2-TZVPD RIJCOSX def2/J DEFGRID3
* xyz 0 1
C -5.18403 2.77639 0.42771
C -4.64778 1.70125 -0.09144
C -4.08534 0.65788 -0.59909
C -2.69254 0.20720 -0.30687
C -1.38261 -1.68158 0.52970
C -0.44233 -1.87156 -0.70542
C 0.80953 -2.71752 -0.40961
C 1.79266 -1.96890 0.49752
C 2.96193 0.14227 0.78792
C 3.22267 1.46033 0.11116
C 4.39290 1.93107 -0.21343
C 5.59811 2.38108 -0.39992
H -5.06377 3.76486 0.00758
H -5.87212 2.68186 1.30198
H -4.63305 0.06664 -1.34205
H -2.13169 0.10421 -1.26335
H -2.16422 0.92878 0.34498
H -3.33640 -1.26940 1.00382
H -1.51154 -2.67138 1.00113
H -0.91276 -1.04006 1.32318
H -1.05371 -2.39467 -1.43632
H -0.12406 -0.88653 -1.13661
H 0.45570 -3.66624 0.05434
H 1.26887 -2.98958 -1.39244
H 1.41309 -1.87803 1.54930
H 2.71424 -2.54719 0.62466
H 2.44000 -0.71874 -0.99520
H 3.90739 -0.35053 1.04032
H 2.38004 0.29563 1.72916
H 2.33686 2.07002 -0.11804
H 6.20509 2.15058 -1.27490
H 6.11022 3.01837 0.31323
N -2.70983 -1.19126 0.19019
N 2.06880 -0.63390 -0.06221
*
```

Kohn-Sham gap: 9.77 eV

Which of them is the most stable, and which is the least stable? B and A, in that order.